1.
The following is a quantum chemistry calculation of 17 unconnected molecules or ions with the total composition C84H117N3O40 in a non-equilibrium geometry, from the Open Molecules 2025 dataset.

```
244
C84H117N3O40 wB97M-V/def2-TZVPD
C -3.075 -4.462 3.185
O -2.958 -3.416 4.263
C -3.431 -2.100 4.011
C -3.009 -1.279 5.237
N -3.684 -0.001 5.280
C -3.250 0.847 6.450
C -4.146 2.159 6.562
O -3.748 3.039 5.638
C -4.218 4.395 5.710
H -3.227 -5.516 3.417
H -2.171 -4.472 2.577
H -3.919 -4.212 2.542
H -4.487 -2.022 3.751
H -2.908 -1.859 3.086
H -1.920 -1.247 5.260
H -3.157 -1.834 6.164
H -3.186 0.369 4.483
H -2.232 1.172 6.233
H -3.395 0.335 7.401
H -3.902 2.578 7.538
H -5.172 1.850 6.364
H -5.263 4.345 6.015
H -4.002 5.112 4.918
H -3.657 4.672 6.602
C 4.182 2.572 -0.833
O 5.074 3.519 -0.173
C 5.316 4.660 -0.938
C 4.198 5.762 -1.054
N 4.782 6.836 -1.891
C 3.716 7.838 -2.192
C 3.851 9.183 -1.371
O 5.170 9.731 -1.370
C 5.315 10.745 -0.284
H 4.493 2.059 -1.744
H 3.244 3.126 -0.809
H 3.994 1.753 -0.139
H 5.837 4.606 -1.894
H 6.150 4.991 -0.320
H 3.722 6.100 -0.134
H 3.446 5.313 -1.703
H 5.478 7.396 -1.419
H 2.790 7.380 -1.845
H 3.677 8.219 -3.213
H 3.437 8.973 -0.385
H 3.194 9.864 -1.913
H 4.643 11.561 -0.551
H 6.370 10.991 -0.403
H 5.135 10.261 0.676
C -0.305 1.564 3.812
O -0.842 0.396 3.209
C -0.492 0.367 1.788
C -0.602 -1.132 1.361
N -0.376 -1.274 -0.054
C -1.483 -0.694 -0.865
C -1.575 -1.444 -2.220
O -1.385 -2.870 -2.031
C -1.397 -3.616 -3.195
H -1.064 1.771 4.567
H -0.403 2.464 3.205
H 0.765 1.505 4.012
H 0.505 0.776 1.623
H -1.118 1.110 1.294
H -1.657 -1.390 1.449
H -0.089 -1.776 2.076
H -0.331 -2.261 -0.264
H -1.415 0.386 -0.995
H -2.472 -0.844 -0.431
H -0.786 -1.055 -2.864
H -2.546 -1.248 -2.675
H -1.230 -4.618 -2.800
H -0.483 -3.327 -3.714
H -2.266 -3.412 -3.822
C 0.558 5.634 1.402
C 1.522 4.780 1.847
C 2.382 5.267 2.865
C 2.378 6.584 3.209
C 1.442 7.539 2.565
C 0.493 6.976 1.687
O -0.560 7.598 1.112
O 3.184 4.389 3.372
H -0.164 5.045 0.857
H 1.712 3.773 1.508
H 3.131 7.071 3.810
H 1.491 8.585 2.828
H -0.760 8.336 1.692
H 3.835 4.682 4.014
C 3.058 -1.798 -3.357
C 2.617 -1.240 -2.164
C 2.185 0.060 -2.128
C 2.091 0.855 -3.293
C 2.572 0.322 -4.518
C 3.053 -1.027 -4.581
O 3.620 -1.483 -5.752
O 1.593 0.512 -0.941
H 3.345 -2.837 -3.289
H 2.536 -1.920 -1.328
H 1.895 1.890 -3.054
H 2.491 0.882 -5.437
H 4.110 -2.289 -5.571
H 1.267 -0.292 -0.530
C -2.851 1.433 -6.167
C -1.727 1.771 -6.874
C -0.692 2.520 -6.313
C -0.872 3.019 -4.993
C -2.076 2.781 -4.277
C -3.100 1.986 -4.959
O -4.215 1.736 -4.242
O 0.482 2.801 -6.948
H -3.595 0.770 -6.585
H -1.608 1.237 -7.806
H -0.081 3.550 -4.486
H -2.379 3.162 -3.312
H -4.281 2.106 -3.359
H 1.010 3.541 -6.640
C -5.593 0.467 0.729
C -4.942 1.097 -0.371
C -4.242 2.301 -0.186
C -4.154 2.832 1.115
C -4.775 2.199 2.111
C -5.343 0.971 2.036
O -5.723 0.217 3.132
O -3.784 2.921 -1.315
H -6.226 -0.408 0.722
H -5.163 0.761 -1.373
H -3.516 3.673 1.344
H -4.727 2.502 3.146
H -5.120 0.444 3.844
H -3.108 3.521 -0.990
C 0.239 -6.959 -2.007
C -0.233 -7.591 -0.838
C 0.085 -7.014 0.483
C 1.172 -6.127 0.592
C 1.670 -5.573 -0.564
C 1.206 -6.008 -1.826
O 1.676 -5.307 -2.933
O -0.408 -7.705 1.621
H -0.102 -7.250 -2.989
H -0.929 -8.411 -0.924
H 1.332 -5.874 1.630
H 2.576 -4.989 -0.499
H 2.040 -4.461 -2.664
H -1.366 -7.745 1.670
C 2.292 -0.820 -10.348
C 2.065 -1.266 -9.061
C 2.362 -2.595 -8.725
C 2.857 -3.476 -9.645
C 3.018 -3.028 -10.971
C 2.663 -1.772 -11.298
O 2.628 -1.544 -12.666
O 2.132 -2.923 -7.415
H 1.906 0.164 -10.573
H 1.737 -0.567 -8.306
H 2.964 -4.495 -9.303
H 3.345 -3.826 -11.622
H 2.787 -0.610 -12.826
H 2.618 -2.296 -6.875
C 0.325 -11.082 -6.865
C 0.109 -10.013 -5.858
C -0.431 -8.779 -6.259
C -0.763 -8.660 -7.564
C -0.653 -9.629 -8.530
C -0.185 -10.850 -8.158
O -0.103 -11.965 -9.001
O -0.353 -7.681 -5.363
H 0.645 -12.076 -6.592
H 0.599 -9.970 -4.897
H -0.956 -7.650 -7.893
H -0.737 -9.434 -9.589
H 0.493 -12.638 -8.662
H -0.415 -6.846 -5.832
C -1.480 -2.855 -7.195
C -2.814 -2.465 -7.456
C -3.859 -3.352 -7.142
C -3.593 -4.652 -6.600
C -2.223 -5.021 -6.439
C -1.188 -4.096 -6.663
O 0.046 -4.605 -6.555
O -5.110 -3.148 -7.481
H -0.708 -2.189 -7.552
H -3.019 -1.470 -7.822
H -4.429 -5.322 -6.469
H -1.983 -5.916 -5.885
H 0.764 -4.003 -6.761
H -5.747 -3.821 -7.734
C -4.547 -6.392 -1.273
C -5.841 -6.362 -0.403
O -5.385 -6.917 0.823
C -4.027 -7.069 0.797
O -3.352 -7.555 1.758
O -3.511 -6.631 -0.304
H -4.302 -5.503 -1.854
H -4.511 -7.297 -1.879
H -6.544 -7.003 -0.936
H -6.098 -5.311 -0.267
C 2.911 -2.205 3.022
C 4.310 -2.042 3.635
O 5.027 -3.170 3.024
C 4.123 -4.065 2.646
O 4.478 -5.122 2.155
O 2.819 -3.627 2.718
H 2.878 -1.581 2.129
H 2.209 -1.924 3.808
H 4.218 -2.276 4.696
H 4.761 -1.096 3.335
C 4.729 0.408 8.284
C 6.013 1.297 8.391
O 5.925 2.132 7.177
C 4.710 1.976 6.582
O 4.283 2.715 5.692
O 4.037 0.985 7.167
H 4.018 0.494 9.106
H 4.873 -0.635 8.001
H 6.823 0.583 8.538
H 5.801 2.094 9.102
C -0.939 8.023 5.281
C -1.710 6.821 5.107
O -3.042 7.266 4.824
C -2.909 8.516 4.282
O -3.746 9.058 3.593
O -1.756 8.976 4.696
H 0.101 8.101 4.963
H -1.025 8.503 6.256
H -1.918 6.357 6.072
H -1.373 6.104 4.359
C 1.073 3.950 7.960
C -0.502 3.703 7.965
O -1.199 4.930 8.049
C -0.284 5.861 8.303
O -0.462 7.054 8.377
O 0.937 5.240 8.554
H 1.515 4.069 6.971
H 1.491 3.124 8.536
H -0.544 3.081 8.859
H -0.692 3.205 7.015
C 1.048 -1.005 9.579
C 0.940 -0.770 8.013
O -0.290 -0.178 7.905
C -0.733 0.175 9.169
O -1.786 0.773 9.381
O 0.080 -0.018 10.065
H 2.075 -0.846 9.911
H 0.986 -2.063 9.834
H 0.946 -1.725 7.488
H 1.608 -0.011 7.605
```

Summary:
Orbital gap = 7.07 eV
ΔE to the lowest compared entry with this formula, charge and spin = 5.1484 eV
Molar mass = 1808.8 g mol⁻¹
Lowest unoccupied orbital energy = -0.59 eV
HOMO = -7.66 eV
DFT total energy = -6444.37485 hartree

2.
The following is a quantum chemistry calculation of 17 unconnected molecules or ions with the total composition C84H118B6F24N12O8 in a non-equilibrium geometry, from the Open Molecules 2025 dataset.

```
252
C84H118B6F24N12O8 wB97M-V/def2-TZVPD
C -6.496 -0.148 -0.635
C -5.388 -1.229 -0.566
C -5.344 -2.074 -1.794
N -4.428 -3.340 -1.619
C -2.953 -2.878 -1.631
C -4.558 -4.370 -2.707
C -3.989 -5.718 -2.142
C -3.967 -5.499 -0.619
C -4.642 -4.134 -0.351
H -7.456 -0.664 -0.607
H -6.362 0.314 -1.613
H -6.370 0.624 0.124
H -5.632 -1.793 0.334
H -4.423 -0.737 -0.444
H -5.168 -1.638 -2.778
H -6.346 -2.483 -1.924
H -3.009 -2.225 -2.502
H -2.277 -3.733 -1.630
H -2.766 -2.346 -0.699
H -4.027 -3.947 -3.560
H -5.634 -4.427 -2.875
H -2.926 -5.856 -2.342
H -4.480 -6.621 -2.505
H -2.960 -5.333 -0.237
H -4.537 -6.315 -0.174
H -4.229 -3.713 0.566
H -5.708 -4.293 -0.188
C -0.909 -8.296 0.141
C -0.426 -7.625 -1.134
C 0.891 -6.857 -1.044
N 1.453 -6.134 -2.277
C 1.374 -7.139 -3.497
C 2.926 -5.743 -2.093
C 3.210 -4.523 -3.041
C 1.828 -4.174 -3.550
C 0.782 -4.840 -2.617
H -1.876 -8.779 0.001
H -1.045 -7.564 0.936
H -0.205 -9.078 0.427
H -1.258 -7.016 -1.490
H -0.334 -8.434 -1.858
H 1.745 -7.448 -0.715
H 0.868 -6.092 -0.268
H 0.367 -7.165 -3.914
H 1.552 -8.145 -3.117
H 1.982 -6.836 -4.349
H 3.557 -6.613 -2.276
H 3.044 -5.320 -1.095
H 3.948 -4.732 -3.816
H 3.648 -3.752 -2.407
H 1.756 -4.582 -4.558
H 1.794 -3.090 -3.661
H -0.194 -5.135 -3.003
H 0.735 -4.237 -1.710
C -0.340 4.132 -2.396
N 0.967 4.427 -1.786
C 2.107 4.326 -2.528
C 3.376 4.389 -1.930
C 3.464 4.603 -0.558
C 2.278 4.840 0.172
C 1.068 4.699 -0.475
C 4.784 4.638 0.130
C 5.778 3.641 0.077
C 6.979 3.708 0.855
N 7.234 4.832 1.618
C 6.289 5.830 1.676
C 5.108 5.725 0.934
C 8.486 4.955 2.332
H -1.154 4.400 -1.723
H -0.383 3.092 -2.720
H -0.401 4.728 -3.307
H 1.846 3.974 -3.515
H 4.309 4.170 -2.429
H 2.292 4.964 1.245
H 0.154 4.709 0.102
H 5.708 2.796 -0.592
H 7.745 2.948 0.807
H 6.542 6.680 2.293
H 4.392 6.529 1.011
H 8.275 4.819 3.393
H 8.925 5.894 1.996
H 9.176 4.200 1.956
C -10.567 -6.344 -13.139
N -9.616 -5.656 -12.267
C -9.729 -4.288 -12.210
C -8.822 -3.540 -11.480
C -7.827 -4.164 -10.724
C -7.856 -5.575 -10.658
C -8.712 -6.347 -11.520
C -6.896 -3.302 -9.920
C -7.234 -2.014 -9.433
C -6.316 -1.228 -8.680
N -5.110 -1.758 -8.446
C -4.782 -3.042 -8.771
C -5.685 -3.838 -9.504
C -4.162 -1.026 -7.570
H -10.258 -6.213 -14.176
H -11.527 -5.848 -12.997
H -10.703 -7.411 -12.961
H -10.543 -3.895 -12.801
H -9.015 -2.482 -11.381
H -7.152 -6.147 -10.073
H -8.793 -7.420 -11.609
H -8.202 -1.617 -9.704
H -6.434 -0.202 -8.363
H -3.864 -3.428 -8.351
H -5.379 -4.873 -9.492
H -4.575 -0.037 -7.372
H -3.233 -0.960 -8.136
H -3.938 -1.556 -6.644
C 2.682 2.813 8.522
N 1.987 3.871 7.784
C 1.459 4.884 8.484
C 0.602 5.803 7.918
C 0.383 5.732 6.530
C 0.993 4.744 5.841
C 1.761 3.798 6.451
C -0.525 6.801 5.840
C -0.432 8.151 6.262
C -1.173 9.136 5.512
N -1.877 8.765 4.414
C -1.920 7.491 3.965
C -1.264 6.485 4.690
C -2.313 9.842 3.579
H 2.990 3.271 9.462
H 3.550 2.480 7.954
H 1.894 2.093 8.740
H 1.769 4.997 9.512
H 0.184 6.646 8.448
H 0.721 4.644 4.800
H 2.241 2.980 5.935
H 0.165 8.520 7.083
H -0.954 10.175 5.707
H -2.470 7.320 3.052
H -1.317 5.488 4.278
H -1.442 10.399 3.235
H -2.998 10.557 4.035
H -2.993 9.446 2.825
C 3.577 1.138 3.475
N 2.722 0.682 2.340
C 1.501 0.273 2.561
C 0.649 0.096 1.443
C 1.111 0.195 0.120
C 2.449 0.556 -0.033
C 3.264 0.746 1.118
C 0.214 0.168 -1.068
C 0.626 -0.356 -2.300
C -0.332 -0.482 -3.349
N -1.558 -0.034 -3.155
C -1.929 0.612 -2.018
C -1.082 0.722 -0.946
C -2.506 -0.199 -4.288
H 3.151 0.705 4.380
H 3.589 2.228 3.463
H 4.583 0.729 3.371
H 1.068 0.412 3.540
H -0.401 -0.035 1.661
H 2.911 0.751 -0.989
H 4.231 1.222 1.048
H 1.633 -0.541 -2.645
H 0.004 -0.765 -4.335
H -2.970 0.893 -1.958
H -1.401 1.080 0.022
H -2.590 -1.265 -4.496
H -2.298 0.449 -5.139
H -3.542 -0.004 -4.013
C 2.150 0.442 12.440
N 3.181 0.436 11.363
C 4.189 1.365 11.431
C 5.225 1.439 10.398
C 5.131 0.555 9.302
C 4.063 -0.315 9.289
C 3.061 -0.364 10.292
C 6.123 0.472 8.214
C 5.781 0.217 6.899
C 6.815 0.102 5.918
N 8.109 0.138 6.236
C 8.433 0.413 7.503
C 7.512 0.638 8.520
C 8.989 0.061 5.115
H 2.773 0.627 13.315
H 1.564 -0.473 12.521
H 1.405 1.222 12.276
H 4.159 1.966 12.328
H 6.012 2.170 10.511
H 4.150 -1.038 8.492
H 2.165 -0.953 10.166
H 4.779 0.035 6.541
H 6.524 -0.076 4.893
H 9.491 0.484 7.709
H 7.869 0.592 9.538
H 9.994 0.034 5.537
H 8.837 1.043 4.666
H 8.807 -0.792 4.463
B 7.309 -0.069 1.506
F 7.382 0.831 2.529
F 7.763 0.417 0.338
F 8.105 -1.221 1.695
F 5.974 -0.504 1.411
B -0.241 2.511 -5.609
F 0.425 3.638 -6.016
F -1.477 2.834 -5.037
F -0.492 1.789 -6.724
F 0.477 1.737 -4.757
B 6.080 3.591 5.092
F 7.266 3.109 5.535
F 5.124 3.514 6.083
F 6.192 4.918 4.733
F 5.726 2.775 4.038
B 1.174 -0.471 6.555
F -0.047 -0.673 5.926
F 1.659 0.812 6.511
F 1.041 -0.842 7.859
F 2.217 -1.241 6.039
B -1.362 -3.565 -5.507
F -0.338 -2.702 -5.667
F -1.683 -3.868 -4.204
F -2.479 -3.065 -6.164
F -0.973 -4.781 -6.112
B -0.433 -3.383 1.147
F -0.495 -2.943 2.446
F -0.797 -2.408 0.249
F 0.798 -3.757 0.846
F -1.261 -4.467 1.000
C 6.503 0.117 -3.039
C 4.988 0.347 -2.755
O 4.666 1.548 -2.452
O 4.210 -0.635 -2.619
H 6.942 0.784 -3.782
H 6.770 -0.925 -3.216
H 6.996 0.279 -2.081
C -8.164 -1.596 -5.271
C -6.639 -1.564 -5.344
O -6.083 -2.639 -5.666
O -6.024 -0.455 -5.254
H -8.513 -2.604 -5.048
H -8.644 -1.413 -6.232
H -8.423 -0.986 -4.406
C -5.059 3.551 0.710
C -4.010 4.027 -0.279
O -3.671 3.155 -1.125
O -3.444 5.147 -0.153
H -4.827 3.931 1.705
H -5.153 2.468 0.798
H -6.005 3.932 0.324
C -1.687 3.328 2.167
C -0.382 3.109 2.899
O -0.420 2.517 3.987
O 0.704 3.610 2.520
H -1.669 4.004 1.312
H -2.316 3.818 2.910
H -2.165 2.373 1.948
```

Summary:
Orbital gap = 3.12 eV
ΔE to the lowest compared entry with this formula, charge and spin = 5.1452 eV
Net charge = +2
Molar mass = 1944.8 g mol⁻¹
Lowest unoccupied orbital energy = -5.64 eV
HOMO = -8.76 eV
DFT total energy = -7077.10526 hartree